No. 1
Molecular formula: C26H53As2N4O3PS2Zr
Method: DFT, ωB97M-V/def2-TZVPD

Structure (ORCA input):
```
! wB97M-V def2-TZVPD RIJCOSX def2/J DEFGRID3
* xyz 4 1
Zr 0.54 -0.78 0.64
C -0.13 3.08 1.37
As -0.61 1.31 1.94
C -2.54 1.30 2.04
C -0.16 1.24 3.81
C -0.44 2.35 4.61
C -0.24 2.28 5.98
C 0.22 1.10 6.56
C 0.51 0.00 5.76
C 0.32 0.07 4.38
As 0.81 -1.45 3.33
C -0.09 -2.94 4.15
C 2.65 -1.75 3.81
H -1.01 3.71 1.41
H 0.28 3.07 0.36
H 0.63 3.46 2.05
H -2.81 2.14 2.69
H -2.88 0.38 2.50
H -2.99 1.43 1.06
H -0.82 3.27 4.18
H -0.46 3.14 6.60
H 0.36 1.04 7.63
H 0.87 -0.90 6.24
H 0.31 -3.02 5.16
H 0.13 -3.87 3.61
H -1.16 -2.77 4.18
H 2.66 -1.87 4.89
H 3.24 -0.89 3.53
H 3.03 -2.66 3.35
C 0.72 -5.60 -1.92
O 0.81 -4.40 -1.02
P 0.26 -3.00 -1.37
O -0.46 -2.58 0.20
C -1.44 -3.53 0.79
O 1.57 -2.00 -0.80
C 2.55 -1.69 -1.87
H 1.01 -6.44 -1.30
H 1.41 -5.46 -2.74
H -0.31 -5.70 -2.26
H -1.18 -3.64 1.84
H -1.34 -4.48 0.28
H -2.43 -3.10 0.65
H 3.53 -1.78 -1.41
H 2.35 -0.68 -2.24
H 2.44 -2.42 -2.67
S 2.62 0.60 0.98
C 4.35 0.33 0.72
N 5.05 1.37 0.34
C 6.54 1.37 0.23
C 7.10 0.26 1.09
C 6.39 -1.05 0.78
N 4.92 -0.84 0.93
H 4.55 2.22 0.15
H 6.88 2.35 0.56
H 6.80 1.25 -0.82
H 6.99 0.51 2.15
H 8.17 0.15 0.89
H 6.68 -1.84 1.47
H 6.59 -1.38 -0.23
H 4.37 -1.56 1.37
C -1.33 3.88 -4.20
C -2.77 4.34 -3.98
C -3.68 3.37 -3.24
C -3.38 3.19 -1.75
N -2.15 2.41 -1.48
C -2.05 1.10 -1.60
S -0.42 0.39 -1.43
N -3.09 0.35 -1.89
C -3.11 -1.11 -2.12
C -2.74 -1.49 -3.55
C -3.63 -0.82 -4.61
C -5.12 -1.05 -4.40
H -0.80 4.57 -4.85
H -1.30 2.89 -4.66
H -0.75 3.84 -3.27
H -3.22 4.52 -4.96
H -2.78 5.31 -3.48
H -3.68 2.40 -3.74
H -4.71 3.74 -3.29
H -4.20 2.69 -1.23
H -3.24 4.15 -1.26
H -1.27 2.91 -1.47
H -3.92 0.85 -2.18
H -4.12 -1.43 -1.88
H -2.44 -1.57 -1.39
H -2.83 -2.58 -3.62
H -1.69 -1.24 -3.73
H -3.33 -1.21 -5.58
H -3.41 0.25 -4.64
H -5.35 -2.11 -4.27
H -5.69 -0.70 -5.26
H -5.52 -0.52 -3.53
*
```

Computed properties:
- ΔE to the lowest compared entry with this formula, charge and spin: 13.1 kcal/mol
- HOMO level: -19.2 eV
- Electronic energy: -7122.34547 hartree
- E_LUMO: -0.447 hartree

No. 2
Molecular formula: C26H54BBr18NO3
Method: DFT, ωB97M-V/def2-TZVPD

Structure (ORCA input):
```
! wB97M-V def2-TZVPD RIJCOSX def2/J DEFGRID3
* xyz 0 1
C -4.73 -1.69 0.58
C -3.99 -0.41 -0.12
O -4.82 0.56 -0.61
N -2.53 -0.19 -0.35
C -1.62 -1.03 0.50
B -2.14 -0.16 -1.81
C -1.01 0.98 -2.26
O 0.35 0.44 -2.39
O 1.03 0.98 -1.38
C -2.77 -1.07 -3.02
C -2.24 -2.62 -3.10
C -0.61 -2.80 -3.11
C -2.86 -3.62 -1.94
H -5.87 -1.66 0.26
H -4.33 -2.74 0.27
H -4.65 -1.57 1.76
H -2.11 -1.46 1.49
H -1.06 -1.88 -0.11
H -0.75 -0.31 0.89
H -1.34 1.55 -3.25
H -1.04 1.81 -1.41
H 0.60 0.70 -0.51
H -3.96 -1.02 -2.99
H -2.47 -0.56 -4.06
H -2.63 -3.05 -4.14
H -0.17 -2.26 -4.05
H -0.13 -2.47 -2.09
H -0.40 -3.97 -3.21
H -2.55 -3.27 -0.87
H -2.37 -4.70 -2.09
H -4.03 -3.79 -2.05
Br -2.11 -1.63 3.97
C -0.37 -1.15 4.72
C 0.05 0.23 4.28
Br 0.71 0.21 2.44
H 0.33 -1.93 4.43
H -0.52 -1.18 5.81
H 0.90 0.59 4.88
H -0.75 0.97 4.32
Br -1.88 3.36 -0.23
C -1.46 5.26 -0.23
C -0.19 5.54 -0.99
Br 1.39 5.06 0.05
H -1.41 5.58 0.82
H -2.31 5.74 -0.71
H -0.08 6.62 -1.19
H -0.12 5.00 -1.94
Br 2.26 9.23 -1.85
C 4.17 8.84 -1.95
C 4.51 7.58 -1.18
Br 4.54 7.91 0.74
H 4.69 9.73 -1.58
H 4.38 8.71 -3.01
H 5.52 7.25 -1.43
H 3.81 6.76 -1.36
Br 2.68 3.95 -4.59
C 2.78 2.02 -4.29
C 4.15 1.49 -4.65
Br 4.36 1.33 -6.59
H 1.97 1.57 -4.86
H 2.59 1.89 -3.22
H 4.28 0.47 -4.27
H 4.97 2.11 -4.29
Br 1.89 -4.25 0.04
C 3.34 -3.11 -0.59
C 3.11 -1.67 -0.19
Br 1.78 -0.82 -1.33
H 3.42 -3.25 -1.67
H 4.24 -3.51 -0.11
H 4.03 -1.08 -0.33
H 2.77 -1.55 0.84
Br -0.01 -1.08 8.18
C 0.09 -3.00 8.49
C 1.46 -3.54 8.12
Br 1.67 -3.70 6.19
H -0.72 -3.46 7.91
H -0.10 -3.13 9.55
H 1.58 -4.56 8.51
H 2.28 -2.92 8.48
Br 4.69 1.61 -10.00
C 5.68 3.20 -9.45
C 7.04 3.25 -10.11
Br 8.29 2.02 -9.26
H 5.73 3.18 -8.36
H 5.06 4.04 -9.77
H 7.49 4.24 -9.99
H 7.02 3.00 -11.18
Br -0.99 -4.10 11.87
C -0.89 -6.02 12.17
C 0.47 -6.56 11.81
Br 0.68 -6.72 9.88
H -1.70 -6.48 11.60
H -1.09 -6.15 13.24
H 0.60 -7.58 12.19
H 1.30 -5.94 12.17
Br -6.52 -2.31 -2.12
C -7.65 -0.73 -1.92
C -9.11 -1.10 -1.80
Br -9.85 -1.58 -3.54
H -7.43 -0.07 -2.77
H -7.30 -0.24 -1.00
H -9.70 -0.25 -1.46
H -9.29 -1.95 -1.14
*
```

Computed properties:
- HOMO level: -7.4 eV
- Electronic energy: -47660.24355 hartree
- E_LUMO: 0.007 hartree

No. 3
Molecular formula: C26H54BBrN2O8S
Method: DFT, ωB97M-V/def2-TZVPD

Structure (ORCA input):
```
! wB97M-V def2-TZVPD RIJCOSX def2/J DEFGRID3
* xyz 0 1
C -3.67 -7.17 -0.94
C -3.34 -5.80 -1.53
C -2.00 -5.25 -0.99
C -1.18 -4.45 -2.02
C -0.66 -3.09 -1.52
C 0.82 -2.83 -1.84
C 1.19 -1.34 -1.90
C 2.12 -0.90 -0.77
C 2.46 0.60 -0.81
C 3.97 0.93 -0.93
C 4.58 1.53 0.35
C 4.73 3.06 0.25
C 4.51 3.77 1.60
C 5.60 3.30 2.59
O 5.18 2.21 3.38
C 4.96 2.52 4.74
C 3.64 3.22 5.03
C 3.36 3.27 6.53
O 3.21 3.37 2.08
S 2.06 4.31 1.54
O 1.26 4.69 2.65
O 1.44 3.76 0.39
O 2.99 5.51 1.10
C 4.39 5.32 1.44
Br 5.40 6.06 -0.06
B 4.73 6.42 2.58
O 5.80 6.21 3.41
C 3.87 7.73 2.67
C 2.61 7.56 3.56
H -3.89 -7.10 0.13
H -2.83 -7.86 -1.06
H -4.55 -7.60 -1.43
H -4.15 -5.11 -1.27
H -3.30 -5.89 -2.61
H -2.18 -4.64 -0.10
H -1.41 -6.11 -0.66
H -1.82 -4.27 -2.89
H -0.34 -5.06 -2.36
H -1.26 -2.29 -1.96
H -0.81 -3.03 -0.44
H 1.44 -3.33 -1.08
H 1.04 -3.31 -2.80
H 0.28 -0.74 -1.85
H 1.67 -1.11 -2.86
H 1.63 -1.13 0.18
H 3.03 -1.51 -0.78
H 2.07 1.10 0.08
H 1.94 1.06 -1.65
H 4.50 0.01 -1.19
H 4.12 1.61 -1.77
H 3.97 1.26 1.20
H 5.57 1.09 0.49
H 5.74 3.30 -0.10
H 4.01 3.45 -0.47
H 5.94 4.11 3.23
H 6.45 2.97 2.00
H 5.80 3.11 5.14
H 4.97 1.56 5.27
H 3.62 4.22 4.59
H 2.85 2.66 4.53
H 4.19 3.70 7.09
H 3.17 2.26 6.91
H 2.47 3.86 6.74
H 5.63 6.36 4.34
H 4.51 8.49 3.11
H 3.60 8.09 1.68
H 2.39 6.53 3.82
H 1.72 7.95 3.06
H 2.72 8.12 4.49
C -6.65 -4.64 -2.64
C -6.67 -6.03 -3.23
O -5.70 -6.52 -3.78
N -7.83 -6.75 -3.11
C -9.07 -6.34 -2.49
H -5.68 -4.19 -2.81
H -7.41 -4.02 -3.12
H -6.86 -4.68 -1.57
H -7.78 -7.67 -3.52
H -9.33 -7.01 -1.67
H -9.89 -6.35 -3.21
H -8.98 -5.34 -2.09
C -3.21 -0.34 -3.30
C -4.44 -1.22 -3.23
O -4.38 -2.43 -3.28
N -5.65 -0.59 -3.12
C -5.91 0.83 -3.05
H -2.35 -0.99 -3.39
H -3.25 0.32 -4.16
H -3.11 0.26 -2.39
H -6.43 -1.22 -3.08
H -6.42 1.09 -2.12
H -6.55 1.15 -3.88
H -4.99 1.39 -3.10
*
```

Computed properties:
- HOMO level: -9.3 eV
- Electronic energy: -4731.58573 hartree
- E_LUMO: 0.008 hartree

No. 4
Molecular formula: C26H54N2O16
Method: DFT, ωB97M-V/def2-TZVPD

Structure (ORCA input):
```
! wB97M-V def2-TZVPD RIJCOSX def2/J DEFGRID3
* xyz 1 2
C -4.04 -2.68 -1.94
N -2.65 -2.40 -1.62
O -2.21 -1.32 -2.08
O -1.97 -3.20 -0.93
H -4.62 -1.76 -2.03
H -4.49 -3.29 -1.15
H -4.01 -3.14 -2.92
C 4.39 -1.90 -4.26
N 4.19 -2.26 -5.75
O 4.51 -3.38 -6.10
O 3.86 -1.42 -6.56
H 3.64 -2.50 -3.74
H 4.26 -0.82 -4.15
H 5.41 -2.24 -4.09
O -1.92 -7.06 -6.57
C -2.32 -6.55 -5.44
O -1.95 -5.41 -4.84
C -1.04 -4.56 -5.41
C -0.90 -3.37 -4.52
C -3.53 -7.09 -4.85
H -1.28 -4.18 -6.40
H -0.13 -5.16 -5.39
H -0.69 -3.74 -3.52
H -1.80 -2.76 -4.45
H 0.03 -2.83 -4.69
H -4.37 -7.18 -5.54
H -3.92 -6.61 -3.96
H -3.30 -8.06 -4.41
O 4.00 5.32 2.54
C 4.11 5.00 3.72
O 3.90 5.75 4.73
C 3.74 7.20 4.56
C 2.34 7.69 4.14
C 4.49 3.62 4.15
H 4.30 7.64 3.74
H 4.07 7.63 5.51
H 2.32 8.76 3.94
H 1.77 7.38 5.01
H 1.95 7.15 3.28
H 5.19 3.16 3.46
H 3.61 2.98 4.25
H 4.96 3.56 5.13
O -4.75 0.19 2.23
C -3.90 0.95 2.67
O -3.89 1.65 3.71
C -5.04 1.64 4.61
C -6.20 2.44 4.05
C -2.78 1.53 1.79
H -4.70 2.05 5.56
H -5.39 0.61 4.73
H -5.90 3.43 3.72
H -6.90 2.47 4.89
H -6.58 1.90 3.18
H -1.84 1.43 2.34
H -2.98 2.60 1.82
H -2.65 1.08 0.81
O 0.56 1.11 1.08
C 1.56 0.40 1.21
O 1.87 -0.67 0.46
C 0.98 -1.05 -0.55
C 1.70 -1.95 -1.58
C 2.58 0.54 2.31
H 0.58 -0.15 -1.02
H 0.20 -1.55 0.02
H 1.88 -2.90 -1.09
H 2.66 -1.51 -1.86
H 1.14 -2.26 -2.46
H 2.32 -0.05 3.19
H 2.54 1.56 2.69
H 3.61 0.32 2.04
O 0.16 -2.89 5.69
C 0.30 -2.27 4.62
O 0.00 -0.99 4.43
C -0.34 -0.15 5.54
C -0.11 1.24 4.93
C 0.93 -2.99 3.44
H 0.24 -0.35 6.45
H -1.36 -0.34 5.88
H 0.88 1.24 4.49
H 0.09 2.02 5.66
H -0.86 1.66 4.25
H 1.90 -2.53 3.25
H 0.24 -2.85 2.61
H 1.11 -4.06 3.58
O 2.13 0.40 -4.43
C 1.57 1.17 -3.64
O 0.27 1.42 -3.56
C -0.64 0.87 -4.51
C -1.21 2.03 -5.26
C 2.37 1.91 -2.55
H -1.50 0.33 -4.11
H -0.15 0.15 -5.16
H -2.16 1.83 -5.75
H -0.55 2.42 -6.03
H -1.44 2.79 -4.51
H 2.13 1.46 -1.58
H 1.98 2.90 -2.30
H 3.43 1.80 -2.79
*
```

Computed properties:
- ΔE to the lowest compared entry with this formula, charge and spin: 1.3 kcal/mol
- HOMO level (spin up / spin down): -11.6 / -11.6 eV
- Electronic energy: -2335.82091 hartree
- E_LUMO (spin up / spin down): -0.173 / -0.352 hartree